# 1
Formula: C4H4O2
Source: OMol25
Level of theory: wB97M-V/def2-TZVPD

## Properties
relative energy (zero: lowest compared OMol25 entry of this formula, charge and spin)	1.092	eV
SMILES	O=C/C=C\C=O
LUMO	-0.702	eV
highest occupied orbital energy	-10.268	eV

ORCA input file:
```
! RIJCOSX wB97M-V def2-TZVPD def2/J DEFGRID3
* xyz 0 1
C -0.08488 -0.19807 -1.48841
O 0.46060 -0.57213 -2.49882
H -1.19383 -0.19221 -1.45388
H 1.83987 0.37389 -0.82753
H -1.60584 0.15779 0.48557
H 1.28440 0.33689 1.66266
C 0.55515 0.17290 0.88183
O -1.24894 -0.24950 2.38436
C -0.85822 -0.01996 1.26523
C 0.85169 0.19040 -0.41101
*
```

# 2
Formula: C4H4O2
Source: OMol25
Level of theory: wB97M-V/def2-TZVPD

## Properties
relative energy (zero: lowest compared OMol25 entry of this formula, charge and spin)	2.273	eV
LUMO (alpha / beta)	0.823 / -1.539	eV
highest occupied orbital energy (alpha / beta)	-7.582 / -8.877	eV
<S²>	2.01

ORCA input file:
```
! RIJCOSX wB97M-V def2-TZVPD def2/J DEFGRID3
* xyz 0 3
C -1.21084 -0.77714 -0.19049
C 1.69832 0.15522 0.89932
H -2.24707 1.06675 0.03930
O -0.27859 -1.42444 0.15045
C -1.29590 0.66162 -0.56728
H 1.89142 -1.88585 -0.04621
H -1.41008 0.75503 -1.61723
C 1.60722 -0.97994 0.34207
O 1.62059 1.28847 1.24505
H -0.37506 1.14029 -0.25499
*
```

# 3
Formula: C4H4O2S
Source: OMol25
Level of theory: wB97M-V/def2-TZVPD

## Properties
relative energy (zero: lowest compared OMol25 entry of this formula, charge and spin)	3.742	eV
SMILES	O=C/C=C\OC=S
LUMO	-0.599	eV
highest occupied orbital energy	-9.542	eV

ORCA input file:
```
! RIJCOSX wB97M-V def2-TZVPD def2/J DEFGRID3
* xyz 0 1
H -1.61279 -0.55814 -1.22846
C -0.85950 0.04939 -0.78814
C 1.61049 0.00867 0.73951
C 0.37687 -0.17027 -1.21805
O 1.59208 0.15691 -0.72583
H 0.39599 -1.07581 -2.09368
C -1.42626 0.41642 0.63279
H 0.92911 -0.84101 0.77245
S 2.49520 0.93549 1.75700
O -0.90974 0.96646 1.52333
H -2.59145 0.11191 0.62909
*
```

# 4
Formula: C4H4O2S
Source: OMol25
Level of theory: wB97M-V/def2-TZVPD

## Properties
relative energy (zero: lowest compared OMol25 entry of this formula, charge and spin)	5.266	eV
LUMO	-0.877	eV
highest occupied orbital energy	-10.920	eV

ORCA input file:
```
! RIJCOSX wB97M-V def2-TZVPD def2/J DEFGRID3
* xyz 0 1
H -0.13096 1.51916 -1.48132
C 1.62896 0.45470 1.13187
H 1.51766 -0.66936 -0.78896
C 1.63304 -0.09923 0.05525
O 0.18456 -2.43673 1.83714
S -0.16894 -2.11901 0.49156
H -3.32259 2.02298 -0.73332
H 1.61326 0.82769 2.13243
C -2.23867 1.80498 -0.90011
C -1.11588 1.68391 -1.24044
O 0.39957 -2.98910 -0.50410
*
```

# 5
Formula: C4H4O2Sm
Source: OMol25
Level of theory: wB97M-V/def2-TZVPD

## Properties
relative energy (zero: lowest compared OMol25 entry of this formula, charge and spin)	0.000	eV
LUMO (alpha / beta)	-9.382 / -9.232	eV
highest occupied orbital energy (alpha / beta)	-17.226 / -17.227	eV
<S²>	12.01

ORCA input file:
```
! RIJCOSX wB97M-V def2-TZVPD def2/J DEFGRID3
* xyz 2 7
C -0.49632 -3.53601 1.10808
C -0.36644 -2.08324 1.10524
Sm -0.17789 1.41799 -2.05504
H -1.25377 -3.82452 1.85733
C -0.25249 -0.85386 1.15526
H -0.13910 0.91306 2.25580
O 0.01260 1.30941 0.20782
H 0.63308 -4.75130 2.13751
C 0.06217 0.49596 1.24702
O 0.75231 -4.14724 1.39838
H -0.86841 -3.86240 0.12153
*
```

# 6
Formula: C4H4O3
Source: OMol25
Level of theory: wB97M-V/def2-TZVPD

## Properties
relative energy (zero: lowest compared OMol25 entry of this formula, charge and spin)	3.132	eV
SMILES	O=C1OC=CCO1
LUMO	0.203	eV
highest occupied orbital energy	-10.065	eV

ORCA input file:
```
! RIJCOSX wB97M-V def2-TZVPD def2/J DEFGRID3
* xyz 0 1
H 1.00538 -1.30027 1.65942
C 1.21360 0.30437 0.38040
C 0.33956 -0.49620 1.06705
C -0.82534 -0.81324 0.16743
O -0.92791 2.18162 -1.66163
O -0.92934 -0.10571 -1.21256
H -1.90150 -0.79579 0.68913
H 2.29253 0.27459 0.81476
C -0.38957 1.21151 -1.04335
O 0.94031 1.32107 -0.54999
H -0.81771 -1.78195 -0.31066
*
```

# 7
Formula: C4H4O3
Source: OMol25
Level of theory: wB97M-V/def2-TZVPD

## Properties
relative energy (zero: lowest compared OMol25 entry of this formula, charge and spin)	3.324	eV
LUMO	-0.214	eV
highest occupied orbital energy	-10.658	eV

ORCA input file:
```
! RIJCOSX wB97M-V def2-TZVPD def2/J DEFGRID3
* xyz 0 1
H 1.04966 -1.89089 0.56256
O -2.02752 -1.35184 -0.44301
C -0.12083 1.16844 -0.09424
H 0.89235 1.39328 -0.79584
O -1.24918 0.74314 -0.92432
C 0.98327 -1.04483 -0.13813
C -1.23292 -0.43580 -0.14499
O 1.68423 -0.54600 -0.98343
C 0.10097 -0.11433 0.61884
H -0.03601 0.06837 1.69552
H -0.04402 2.01046 0.64703
*
```

# 8
Formula: C4H4O3
Source: OMol25
Level of theory: wB97M-V/def2-TZVPD

## Properties
relative energy (zero: lowest compared OMol25 entry of this formula, charge and spin)	1.306	eV
SMILES	CC(=O)C(=O)C=O
LUMO	-1.055	eV
highest occupied orbital energy	-9.784	eV

ORCA input file:
```
! RIJCOSX wB97M-V def2-TZVPD def2/J DEFGRID3
* xyz 0 1
O 1.94079 0.84849 -0.70557
O 0.49705 -0.88641 1.91138
O -0.32385 -1.79798 -0.91589
H 2.50786 0.62428 1.24342
C -0.40215 -0.74553 -0.32915
C 1.80688 0.41712 0.41206
H -2.04917 0.45391 0.31924
H -2.07218 0.02009 -1.41798
C 0.61007 -0.45495 0.78939
H -0.94418 1.26837 -0.80131
C -1.43763 0.31483 -0.58021
*
```

# 9
Formula: C4H4O3
Source: OMol25
Level of theory: wB97M-V/def2-TZVPD

## Properties
relative energy (zero: lowest compared OMol25 entry of this formula, charge and spin)	2.277	eV
LUMO	0.669	eV
highest occupied orbital energy	-10.213	eV

ORCA input file:
```
! RIJCOSX wB97M-V def2-TZVPD def2/J DEFGRID3
* xyz 0 1
C -0.90732 0.67955 -0.13308
H -2.13850 -1.09397 -0.50688
H -0.50123 -1.48756 0.24424
H -1.53724 1.28994 -0.78286
O -1.52085 0.21673 1.05158
H 0.73244 1.61741 1.00335
C 2.21382 -1.39969 0.32892
O 1.29816 1.19289 -0.89418
C 0.49843 1.19672 0.00818
C -1.25889 -0.73419 0.02614
O 3.12119 -1.47783 -0.34540
*
```

# 10
Formula: C4H4O3
Source: OMol25
Level of theory: wB97M-V/def2-TZVPD

## Properties
relative energy (zero: lowest compared OMol25 entry of this formula, charge and spin)	2.235	eV
SMILES	O=CC1(C=O)CO1
LUMO	0.165	eV
highest occupied orbital energy	-10.094	eV

ORCA input file:
```
! RIJCOSX wB97M-V def2-TZVPD def2/J DEFGRID3
* xyz 0 1
H -1.15869 -1.17464 1.26654
C -0.95441 1.14579 0.10677
C -0.27652 -1.22601 0.63049
O -2.07613 0.96771 0.51377
H 0.53782 -1.87321 0.95227
C 1.34884 0.31521 -0.69317
O 1.77802 1.44151 -0.76379
H -0.53185 2.15320 -0.04996
H 1.91681 -0.56242 -1.06366
O -0.57066 -1.18210 -0.74009
C -0.01324 -0.00504 -0.15915
*
```

# 11
Formula: C4H4O3
Source: OMol25
Level of theory: wB97M-V/def2-TZVPD

## Properties
relative energy (zero: lowest compared OMol25 entry of this formula, charge and spin)	4.506	eV
LUMO	0.412	eV
highest occupied orbital energy	-9.186	eV

ORCA input file:
```
! RIJCOSX wB97M-V def2-TZVPD def2/J DEFGRID3
* xyz 0 1
H -2.54226 -0.35819 -0.15414
H 2.48212 -0.98695 -0.20108
O 1.85115 0.96170 0.49866
H -1.98011 1.15940 -0.78895
O 0.93989 0.12521 2.54567
O 0.50273 -0.50718 -0.78036
C -0.50661 -0.05487 -0.06578
H -1.81378 -0.31269 -1.81880
C 1.61676 -0.40225 0.09899
C 1.21697 0.12974 1.39066
C -1.77186 0.07938 -0.79922
*
```

# 12
Formula: C4H4O4
Source: OMol25
Level of theory: wB97M-V/def2-TZVPD

## Properties
relative energy (zero: lowest compared OMol25 entry of this formula, charge and spin)	2.208	eV
LUMO	0.159	eV
highest occupied orbital energy	-9.345	eV

ORCA input file:
```
! RIJCOSX wB97M-V def2-TZVPD def2/J DEFGRID3
* xyz 0 1
O 1.07513 -0.32387 -1.50186
H -0.09946 -2.02991 -0.12385
C 0.90536 0.24860 -0.45260
C -0.17365 -0.01709 0.56546
O -0.31010 0.82580 1.61290
O -2.21055 -0.61063 -1.69848
C -0.21972 -1.36098 0.70783
H 0.05362 1.68800 1.37027
H 1.99956 1.72803 -0.95595
O 1.52697 1.41953 -0.16814
C -1.92877 0.21279 -0.97102
H -0.61838 -1.78026 1.61545
*
```

# 13
Formula: C4H4O4
Source: OMol25
Level of theory: wB97M-V/def2-TZVPD

## Properties
relative energy (zero: lowest compared OMol25 entry of this formula, charge and spin)	3.228	eV
SMILES	O=C1O[C@H]2CO[C@@H]1O2
LUMO	0.648	eV
highest occupied orbital energy	-9.871	eV

ORCA input file:
```
! RIJCOSX wB97M-V def2-TZVPD def2/J DEFGRID3
* xyz 0 1
O -0.40004 -0.13844 -1.33010
O -0.00174 1.03272 1.02048
H -0.57001 -0.87798 1.76392
O 1.75753 2.16469 0.02126
H 1.43796 -0.41676 -1.67932
H -2.03061 0.29525 0.03916
C 0.87316 -0.02924 -0.88168
C -1.23678 -0.42759 -0.11287
C 0.99205 1.21510 0.09291
C -0.19739 -0.49287 0.91601
H -1.60074 -1.51783 -0.15126
O 0.97662 -0.80704 0.30149
*
```

# 14
Formula: C4H4O4
Source: OMol25
Level of theory: wB97M-V/def2-TZVPD

## Properties
relative energy (zero: lowest compared OMol25 entry of this formula, charge and spin)	2.809	eV
SMILES	O=c1occ(CO)o1
LUMO	0.438	eV
highest occupied orbital energy	-8.797	eV

ORCA input file:
```
! RIJCOSX wB97M-V def2-TZVPD def2/J DEFGRID3
* xyz 0 1
O -1.46299 0.99395 -0.19174
H 1.90453 -0.00526 1.55284
C 1.94070 0.23477 0.34933
C -1.54830 -0.30482 0.05145
O -2.37823 -1.09194 0.09863
H 3.45557 -0.84643 -0.13520
O -0.12120 -0.78585 -0.02408
O 2.44397 -0.77026 -0.39747
C -0.21695 1.44487 -0.07857
C 0.54615 0.35071 0.11895
H 2.36022 1.27834 0.35501
H 0.09785 2.45284 -0.30236
*
```

# 15
Formula: C4H4O5V
Source: OMol25
Level of theory: wB97M-V/def2-TZVPD

## Properties
LUMO (alpha / beta)	-4.254 / -4.063	eV
highest occupied orbital energy (alpha / beta)	-11.373 / -15.384	eV
<S²>	6.00

ORCA input file:
```
! RIJCOSX wB97M-V def2-TZVPD def2/J DEFGRID3
* xyz 1 5
O 1.61360 0.41772 0.43919
C 2.31243 -0.03903 -1.19892
O 3.38239 -0.38264 -0.79465
C -1.79216 0.78168 0.16011
O 1.24153 -0.25907 -1.77986
O -0.23308 -0.92362 0.41067
H -2.10221 -1.33027 -0.38373
H -2.41445 1.02407 -0.70684
H -2.13222 1.33884 1.03913
H -2.04661 -1.03103 1.38475
C -1.66093 -0.71808 0.40948
C 0.37528 0.16304 -0.01884
O -0.44256 1.18791 -0.14255
V 3.89900 -0.22953 1.18207
*
```

# 16
Formula: C4H4OS
Source: OMol25
Level of theory: wB97M-V/def2-TZVPD

## Properties
relative energy (zero: lowest compared OMol25 entry of this formula, charge and spin)	6.131	eV
SMILES	C#CC(=S)OC
LUMO	-0.726	eV
highest occupied orbital energy	-8.768	eV

ORCA input file:
```
! RIJCOSX wB97M-V def2-TZVPD def2/J DEFGRID3
* xyz 0 1
H 1.60684 2.71066 0.01517
C -1.41662 0.09230 0.00784
H 0.80660 -2.34573 0.05607
C 0.84986 1.85000 -0.12948
C 0.56524 -1.24221 0.14214
O -0.85849 -1.00283 -0.25786
S -3.09124 0.32878 -0.01040
H 0.84066 -0.68518 0.93927
H 1.23153 -1.09909 -0.77134
C -0.53437 1.39331 0.00861
*
```

# 17
Formula: C4H4OS2
Source: OMol25
Level of theory: wB97M-V/def2-TZVPD

## Properties
relative energy (zero: lowest compared OMol25 entry of this formula, charge and spin)	2.561	eV
SMILES	CC(=S)C(=S)C=O
LUMO	-1.698	eV
highest occupied orbital energy	-9.122	eV

ORCA input file:
```
! RIJCOSX wB97M-V def2-TZVPD def2/J DEFGRID3
* xyz 0 1
H 1.63532 2.27006 -0.15867
S -0.56128 1.96277 -1.39522
H -0.62163 -0.76138 1.67556
O 2.41995 0.32517 0.17711
S 0.16037 -1.61904 -1.58938
C -0.37087 -0.58283 -0.52791
H -1.04883 -2.04209 0.94565
C -1.06294 -0.97533 0.67391
H -2.12147 -0.57930 0.81985
C 0.10385 0.76826 -0.57250
C 1.46754 1.23372 -0.04840
*
```

# 18
Formula: C4H4P4
Source: OMol25
Level of theory: wB97M-V/def2-TZVPD

## Properties
relative energy (zero: lowest compared OMol25 entry of this formula, charge and spin)	1.098	eV
LUMO	-0.989	eV
highest occupied orbital energy	-7.805	eV

ORCA input file:
```
! RIJCOSX wB97M-V def2-TZVPD def2/J DEFGRID3
* xyz 0 1
H -0.68647 2.38749 -1.45950
H 0.72907 0.70205 2.26189
C -0.35029 1.83156 -0.50738
P -1.35790 -1.19702 -0.05987
C 0.41830 0.37773 1.28749
H 0.44337 -1.71608 1.64851
P 1.27328 1.26294 -0.19483
P -1.30413 1.01853 0.71819
H -0.55368 -1.23743 -2.51573
C -0.22278 -1.21853 -1.42161
P 1.35535 -1.15444 -0.65629
C 0.25590 -1.05680 0.89914
*
```

# 19
Formula: C4H4S
Source: OMol25
Level of theory: wB97M-V/def2-TZVPD

## Properties
relative energy (zero: lowest compared OMol25 entry of this formula, charge and spin)	5.401	eV
SMILES	C#CC#C.S
LUMO	0.367	eV
highest occupied orbital energy	-9.615	eV

ORCA input file:
```
! RIJCOSX wB97M-V def2-TZVPD def2/J DEFGRID3
* xyz 0 1
H -1.98128 -2.19131 0.68567
C -1.01218 1.00191 -0.61350
H -1.25012 3.17525 -1.58612
C -1.19368 2.12606 -1.14909
C -1.56799 -0.22917 -0.20964
S 2.51137 -0.35905 0.51091
H 3.49949 -1.05484 0.05772
H 2.72787 -1.27250 1.86900
C -1.73347 -1.19636 0.43505
*
```

# 20
Formula: C4H5AgNaO2
Source: OMol25
Level of theory: wB97M-V/def2-TZVPD

## Properties
relative energy (zero: lowest compared OMol25 entry of this formula, charge and spin)	0.000	eV
LUMO	-4.078	eV
highest occupied orbital energy	-12.386	eV

ORCA input file:
```
! RIJCOSX wB97M-V def2-TZVPD def2/J DEFGRID3
* xyz 1 1
C 0.79067 -0.25940 -0.09925
O 0.05098 0.82015 -0.15589
Na 3.29431 0.23939 -0.28756
Ag 1.49653 3.14126 -0.31586
H 0.09752 -2.09831 -0.82847
H -2.17445 -1.23633 -0.74072
H 3.46700 2.84487 0.30776
C -0.11005 -1.43369 0.02523
H -2.06101 -1.16647 1.02850
H 0.21213 -2.00212 0.91274
O -2.12465 1.49504 0.02748
C -1.54079 -0.91395 0.09556
C -1.39819 0.56956 0.03048
*
```